Record 1
Density functional theory data (the ωB97M-V functional and the def2-TZVPD basis) for 20 unconnected molecules or ions with the total composition C88H106Cl8F10O12 in a non-equilibrium geometry.

Values from the calculation:
DFT total energy	-8999.9328	Eh
charge	0
highest occupied orbital energy	-8.95	eV
E_LUMO	0.014	Eh

Cartesian coordinates (Å):
O -3.19551 -3.69906 -2.46943
C -3.75739 -4.72276 -2.18266
O -5.09100 -4.85823 -2.23484
C -5.87607 -3.83207 -2.91693
C -5.97880 -4.07737 -4.41093
C -3.05554 -5.95618 -1.69278
H -5.38720 -2.88339 -2.73203
H -6.83882 -3.83108 -2.42515
H -6.47277 -5.03608 -4.63009
H -4.96734 -4.10723 -4.84288
H -6.61250 -3.33256 -4.90645
H -2.12885 -5.73520 -1.17283
H -2.71724 -6.59029 -2.53209
H -3.66561 -6.50802 -0.97485
O -1.74600 2.55188 7.47090
C -0.96168 3.18679 6.86940
O -0.60079 4.45840 7.23910
C -1.18064 4.86177 8.50989
C -0.32696 5.92379 9.14403
C -0.09497 2.70451 5.75395
H -1.25812 3.96271 9.11141
H -2.09967 5.39457 8.22366
H -0.70683 6.08184 10.16193
H -0.29406 6.88183 8.61047
H 0.71356 5.61662 9.23053
H -0.53244 1.87071 5.19338
H 0.88192 2.35184 6.14851
H 0.10370 3.46110 5.01380
O 7.22754 2.52383 -4.08749
C 6.88909 3.55063 -4.53213
O 5.73968 3.85036 -5.17122
C 4.78476 2.79137 -5.25024
C 3.43645 3.43614 -5.53044
C 7.72643 4.77713 -4.51606
H 4.78525 2.20028 -4.31909
H 5.13809 2.05762 -6.01019
H 3.06542 4.04676 -4.71393
H 2.68323 2.67371 -5.73485
H 3.42709 4.12051 -6.39966
H 7.18351 5.65611 -4.15785
H 8.12615 5.03167 -5.50935
H 8.54456 4.60767 -3.79305
O -0.23698 -2.76909 -5.72879
C 0.46689 -3.29330 -4.94410
O 1.66000 -2.81833 -4.54141
C 2.01946 -1.52390 -5.10131
C 1.31578 -0.38401 -4.26844
C 0.15918 -4.59621 -4.21400
H 1.76286 -1.51025 -6.14814
H 3.07220 -1.43079 -4.94651
H 1.51795 0.60903 -4.59055
H 1.69268 -0.35909 -3.27289
H 0.26884 -0.60165 -4.16500
H -0.58696 -4.36083 -3.47488
H 1.00808 -5.04079 -3.72070
H -0.36708 -5.28098 -4.88089
O 1.77478 -1.52472 -0.69925
C 0.56926 -1.71118 -0.78702
O -0.40567 -0.71841 -0.70303
C 0.10831 0.61797 -0.59373
C -0.97962 1.61710 -0.27152
C -0.06861 -3.09056 -0.96308
H 0.68400 0.87389 -1.50634
H 0.81981 0.63003 0.26401
H -0.47217 2.53216 0.03470
H -1.60215 1.24156 0.51346
H -1.62112 1.79221 -1.13654
H -0.82400 -3.17246 -0.17795
H 0.70942 -3.84208 -0.83960
H -0.62025 -3.13527 -1.90278
O 0.71785 -8.79782 -4.08833
C -0.03648 -8.24155 -3.40378
O -1.20644 -7.78333 -3.92387
C -1.62036 -8.28942 -5.22889
C -2.95584 -7.56225 -5.50028
C 0.16990 -7.83221 -1.93327
H -1.69064 -9.37072 -5.28398
H -0.85275 -7.90059 -5.92056
H -3.28955 -7.79037 -6.50497
H -2.96054 -6.49371 -5.39075
H -3.70337 -7.97959 -4.83494
H 0.44520 -6.76688 -1.94825
H 0.96996 -8.36967 -1.46640
H -0.70933 -7.99157 -1.34188
F 0.65625 4.91447 0.89272
C -0.25181 5.79179 0.52246
C 0.20505 7.05710 0.29964
C -0.72898 8.01565 -0.06349
C -2.07102 7.68943 -0.22989
C -2.50403 6.35021 -0.03116
C -1.60657 5.42241 0.38634
H 1.26056 7.25775 0.39847
H -0.36565 9.00490 -0.20054
H -2.79814 8.48761 -0.41258
H -3.55494 6.17151 -0.22552
H -1.96610 4.38032 0.58434
F -6.49929 0.59810 -4.43552
C -5.34381 0.20529 -3.86151
C -4.98223 0.72640 -2.65690
C -3.79154 0.30239 -2.11258
C -2.96859 -0.62337 -2.78029
C -3.37913 -1.13495 -3.98018
C -4.56991 -0.70460 -4.54294
H -5.58235 1.44160 -2.10378
H -3.52639 0.66769 -1.11311
H -2.06920 -1.01203 -2.32524
H -2.78418 -1.90072 -4.46987
H -4.89984 -1.03695 -5.51964
F -0.60663 0.76928 3.14535
C 0.68136 0.87017 2.95614
C 1.20162 2.07296 2.63189
C 2.54559 2.05175 2.26941
C 3.34091 0.92797 2.25325
C 2.73384 -0.30504 2.61229
C 1.37901 -0.32946 2.92701
H 0.65040 3.00331 2.70701
H 3.09517 2.99339 2.12166
H 4.36733 0.84039 1.96967
H 3.28499 -1.22978 2.72279
H 0.84171 -1.25523 3.22864
F -2.45038 -3.60875 6.76842
C -2.12416 -3.46545 5.45161
C -2.67054 -2.32053 4.85501
C -2.38688 -2.05784 3.52285
C -1.47549 -2.87744 2.84230
C -0.91695 -3.96379 3.49809
C -1.26045 -4.30390 4.79877
H -3.34307 -1.67436 5.41557
H -2.85379 -1.21166 3.01101
H -1.22495 -2.61137 1.80562
H -0.12321 -4.49575 3.02560
H -0.73383 -5.10646 5.35431
F -0.14431 -5.73394 0.82489
C -1.04443 -6.63914 1.30110
C -0.50782 -7.88651 1.58186
C -1.38473 -8.91037 1.92251
C -2.74332 -8.61456 2.04694
C -3.22903 -7.32466 1.84293
C -2.38421 -6.26336 1.49710
H 0.55406 -8.10689 1.43780
H -0.95144 -9.88021 2.14505
H -3.45509 -9.43929 2.23385
H -4.24993 -7.11069 2.02280
H -2.73093 -5.25752 1.30158
F -5.61199 1.74689 5.96529
C -5.15990 2.64653 5.06114
C -5.74195 3.88021 5.00728
C -5.22429 4.78880 4.10657
C -4.12188 4.46048 3.32756
C -3.59622 3.18518 3.44958
C -4.07842 2.25024 4.34263
H -6.58296 4.09731 5.65700
H -5.60882 5.79409 3.97821
H -3.66816 5.17454 2.64989
H -2.70059 2.88716 2.85401
H -3.70000 1.23750 4.51849
F 5.01601 -4.37355 -3.34277
C 5.14940 -3.06252 -3.22410
C 6.24688 -2.52435 -3.83371
C 6.40535 -1.17007 -3.72768
C 5.61885 -0.42034 -2.86010
C 4.51768 -1.02645 -2.26185
C 4.25194 -2.35004 -2.46528
H 6.89426 -3.11563 -4.45568
H 7.31532 -0.75551 -4.17632
H 5.88458 0.59125 -2.56868
H 3.90786 -0.50648 -1.51223
H 3.44052 -2.87464 -2.04134
F 1.88572 4.98870 3.47474
C 3.16052 5.32251 3.63443
C 3.89101 5.01657 4.75823
C 5.25095 5.27760 4.73259
C 5.85567 5.89705 3.66846
C 5.06784 6.24614 2.56574
C 3.71841 6.00283 2.57003
H 3.40098 4.40253 5.52209
H 5.87402 4.93390 5.56926
H 6.95119 6.00853 3.71957
H 5.43329 6.74620 1.66837
H 3.15983 6.17797 1.68898
F 1.89053 -5.71194 2.79589
C 2.87029 -5.25358 2.00695
C 2.75729 -3.99779 1.51312
C 3.77512 -3.58133 0.67242
C 4.77238 -4.43173 0.31186
C 4.77462 -5.74749 0.70646
C 3.84986 -6.16356 1.64566
H 1.84072 -3.41373 1.68951
H 3.76101 -2.56498 0.32701
H 5.50611 -4.12300 -0.38641
H 5.61766 -6.35107 0.43938
H 3.77342 -7.17826 2.12359
F 6.13296 4.47570 -1.76618
C 4.81613 4.29526 -1.78705
C 3.96009 5.26793 -2.08682
C 2.60200 5.01257 -2.06658
C 2.09875 3.82387 -1.60488
C 3.02656 2.81222 -1.34618
C 4.38189 3.04860 -1.43954
H 4.30137 6.23191 -2.49075
H 1.95868 5.82441 -2.39718
H 1.01970 3.67294 -1.59278
H 2.75269 1.80692 -1.07956
H 5.09762 2.21627 -1.29160
C -0.12906 7.00752 5.11220
Cl -1.30306 6.04577 4.15578
Cl -0.93907 8.36543 5.85526
H 0.25400 6.43527 5.94479
H 0.67627 7.29881 4.46570
C -1.00623 3.94690 -2.93438
Cl -2.34648 4.51559 -3.95677
Cl -0.31057 2.49379 -3.55937
H -0.16123 4.63409 -2.93649
H -1.39162 3.83531 -1.90504
C -5.53904 -0.93241 0.63043
Cl -5.02074 0.30898 1.78893
Cl -4.26757 -2.08658 0.46065
H -6.39392 -1.44213 1.01609
H -5.70569 -0.52532 -0.33918
C -6.44533 3.88421 0.89286
Cl -6.79916 5.61058 0.70924
Cl -5.14556 3.40949 -0.25819
H -6.09820 3.64015 1.86718
H -7.33877 3.34303 0.70661

---

Record 2
Density functional theory data (the ωB97M-V functional and the def2-TZVPD basis) for 2 unconnected molecules or ions with the total composition C9H14 in a non-equilibrium geometry.

Values from the calculation:
<S²>	0.75
DFT total energy	-351.2598	Eh
charge	-1
highest occupied orbital energy (spin up / spin down)	1.36 / -5.02	eV
2S+1	2
E_LUMO (spin up / spin down)	0.146 / 0.142	Eh

Cartesian coordinates (Å):
C -2.37821 0.94953 2.31014
C -0.18195 0.76994 1.14121
C -1.43651 1.33737 1.21281
C 0.68773 1.00537 0.07948
C 0.24114 1.83187 -0.95856
C -1.84915 2.24186 0.19516
C -0.98171 2.46539 -0.85664
H 0.07503 0.07231 1.93515
H 1.66164 0.55945 -0.02877
H -2.09644 1.40801 3.26626
H -2.33126 -0.13497 2.48057
H 1.00606 2.08397 -1.68314
H -2.74514 2.81807 0.38554
H -1.31116 3.24307 -1.54364
H -3.44782 1.04336 2.12537
C 1.60541 -3.31681 -0.81493
C 2.14521 -2.17051 -1.66362
H 1.78654 -3.09538 0.23346
H 0.56735 -3.52157 -1.06630
H 2.16090 -4.22130 -1.08846
H 1.86840 -1.19396 -1.25903
H 1.72430 -2.08332 -2.66788
H 3.22963 -2.09177 -1.73419

---

Record 3
Density functional theory data (the ωB97M-V functional and the def2-TZVPD basis) for a molecular structure, H5N2P in a non-equilibrium geometry.

Values from the calculation:
DFT total energy	-453.7249	Eh
charge	0
highest occupied orbital energy (spin up / spin down)	-7.91 / -8.03	eV
E_LUMO (spin up / spin down)	0.010 / -0.009	Eh

Cartesian coordinates (Å):
N 0.22392 -0.93170 -0.34610
N -0.42656 0.04098 0.13108
P -1.78739 -0.02897 1.13986
H -0.14641 -1.84441 -0.05033
H 1.96454 1.28256 -0.86035
H 0.09428 0.93249 0.03609
H -1.76925 -1.49693 1.02534
H 1.84687 2.04598 -1.07559

---

Record 4
Density functional theory data (the ωB97M-V functional and the def2-TZVPD basis) for C3H8INOP2 in the gas phase in a non-equilibrium geometry.

Values from the calculation:
DFT total energy	-1229.3876	Eh
charge	0
highest occupied orbital energy	-8.72	eV
E_LUMO	0.010	Eh

Cartesian coordinates (Å):
C 0.16653 0.18881 0.84301
C -0.10051 -0.07991 -2.08638
C 1.09992 -0.67300 -1.33410
N -1.08982 0.31979 0.62877
O 1.06579 -0.35955 0.03618
P 0.76595 0.40474 2.55558
P -2.11003 0.92462 1.85557
I 3.09820 -0.15505 -1.85511
H -0.67239 -0.80496 -2.43843
H -0.60732 0.66338 -1.55169
H 0.31524 0.60725 -2.92337
H 1.07101 -1.69295 -1.27272
H 0.92013 -1.03881 2.67700
H 2.18096 0.46633 2.16587
H -2.95778 -0.19179 1.85809
H -3.14589 1.42110 0.84175

---

Record 5
Density functional theory data (the ωB97M-V functional and the def2-TZVPD basis) for a molecular structure, C38H35CdN7O9Se in a non-equilibrium geometry.

Values from the calculation:
DFT total energy	-5098.4930	Eh
charge	0
highest occupied orbital energy	-8.79	eV
E_LUMO	-0.023	Eh

Cartesian coordinates (Å):
Cd 2.45937 0.89501 -0.54040
O 6.09074 1.13989 1.68782
C 4.95402 1.12149 1.20625
O 4.58082 1.28954 -0.01849
C 3.85506 0.91730 2.28701
C 4.21523 0.64373 3.61364
C 3.24307 0.39450 4.54778
C 1.88179 0.57971 4.19250
C 0.79725 0.54599 5.15716
C -0.47720 0.80137 4.72957
C -0.72223 1.15232 3.38701
C 0.24243 1.08253 2.40458
C 1.59390 0.86750 2.78596
N 2.61029 0.97839 1.88971
H 5.28626 0.57906 3.81193
H 3.47547 0.13463 5.57186
H 1.00089 0.31619 6.21765
H -1.30305 0.76481 5.40737
H -1.74939 1.33808 3.13438
H 0.07548 1.31749 1.35003
O 2.50714 6.81010 -5.72399
N 1.97658 7.02126 -4.62385
O 1.59207 8.10068 -4.24251
C 1.81363 5.83589 -3.73743
C 2.27338 4.60818 -4.14227
C 2.15000 3.55549 -3.22700
C 1.58431 3.67530 -1.91417
O 1.52533 2.80156 -1.01095
C 1.10862 4.99109 -1.62938
C 1.22283 6.01199 -2.49294
N 0.49958 5.20142 -0.32972
O -0.40801 4.45782 0.01788
O 0.86486 6.16510 0.33336
N 2.65054 2.26766 -3.66363
O 2.94945 2.11976 -4.81992
O 2.73953 1.34692 -2.84077
H 2.77289 4.47857 -5.09710
H 0.89212 6.98527 -2.17327
N -0.80522 0.64498 -0.65286
C -1.90693 0.94409 -0.60476
C -3.31888 1.39586 -0.58797
C -3.99861 1.65087 0.60901
C -5.28280 2.16662 0.51293
C -5.88392 2.31166 -0.73597
C -5.24671 2.06404 -1.90760
C -3.93236 1.60469 -1.85288
H -3.51137 1.54076 1.52995
H -5.83720 2.38179 1.39358
H -6.90587 2.69573 -0.72146
H -5.75736 2.23031 -2.86056
H -3.39768 1.42465 -2.75682
C 0.12095 -4.52435 3.49261
C 0.71698 -4.58334 2.06023
C 1.77730 -3.49753 1.77561
C 1.26526 -2.07513 1.83389
N 0.20316 -1.84499 0.84040
C 0.45837 -1.85651 -0.49949
Se 2.11641 -1.59257 -1.31440
N -0.72482 -2.13215 -1.12470
C -0.98628 -2.30016 -2.53560
C -1.15563 -3.74063 -2.97399
C 0.13163 -4.52530 -2.99458
C 0.91003 -4.20647 -4.28558
C -1.70805 -2.17836 -0.18167
C -3.11108 -2.28889 -0.27185
C -3.85244 -2.33050 0.88504
C -3.26737 -2.20184 2.13370
C -1.90000 -1.96088 2.24804
C -1.14371 -1.97243 1.07661
H -0.85935 -5.07997 3.52714
H -0.09546 -3.47252 3.75614
H 0.79602 -4.90888 4.25442
H -0.12252 -4.43978 1.36923
H 1.08203 -5.58590 1.82994
H 2.14840 -3.57555 0.73301
H 2.62902 -3.59270 2.47754
H 2.09744 -1.40904 1.57700
H 0.90030 -1.79178 2.83441
H -0.14333 -1.84705 -3.07265
H -1.88761 -1.69132 -2.82603
H -1.58939 -3.75837 -3.96225
H -1.84896 -4.25817 -2.31264
H -0.17547 -5.57854 -3.04055
H 0.72125 -4.37743 -2.11675
H 0.41428 -4.68402 -5.10349
H 1.90920 -4.61257 -4.24525
H 0.91713 -3.14006 -4.50022
H -3.57862 -2.24736 -1.25728
H -4.90876 -2.43440 0.83965
H -3.89137 -2.23139 2.98630
H -1.40506 -1.82081 3.21780

---

Record 6
Density functional theory data (the ωB97M-V functional and the def2-TZVPD basis) for a molecular structure, C4H16N2O in a non-equilibrium geometry.

Values from the calculation:
DFT total energy	-346.0661	Eh
charge	+2
highest occupied orbital energy	-19.59	eV
E_LUMO	-0.281	Eh

Cartesian coordinates (Å):
C 1.36144 1.96293 -0.29626
C 0.93249 0.64406 -0.80363
C 0.70467 -0.59727 -0.01893
C -0.47894 -0.14190 0.89782
N -1.73329 -0.97869 0.38729
N 2.27135 0.17095 -2.15460
H 0.62575 2.44834 0.40033
H 2.17721 1.89319 0.43405
H 1.59026 2.82848 -0.92960
H 0.38543 0.91352 -1.70954
H 1.67877 -0.79592 0.45256
H 0.55640 -1.61096 -0.42277
H -0.32249 -0.39002 1.95477
H -0.92258 0.84832 0.79760
H -1.38627 -1.78541 -0.14389
H -2.38907 -1.35836 1.18179
H -2.13416 -0.50924 -0.42383
H 2.06278 0.93907 -2.79612
H 1.94529 -0.67362 -2.62715
H 3.29170 0.14224 -2.28594
H -2.82331 -1.50212 3.22916
H -4.07908 -0.93159 2.47907
O -3.31435 -1.51601 2.39784